{"formula": "C27H31Cl2N2O8S4Si2W", "method": "the ωB97M-V functional and the def2-TZVPD basis", "multiplicity": 3, "orbital_gap_ev": [6.874, 7.447], "homo_ev": [-4.356, -5.233], "charge": -1, "species": ["W", "S", "C", "N", "C", "C", "C", "C", "C", "C", "S", "H", "H", "H", "H", "C", "Si", "C", "C", "C", "C", "C", "C", "C", "C", "N", "Si", "C", "C", "C", "H", "H", "H", "H", "H", "H", "H", "H", "H", "H", "H", "H", "H", "H", "H", "H", "H", "H", "H", "H", "H", "H", "O", "S", "O", "O", "C", "C", "C", "C", "C", "C", "S", "O", "O", "O", "H", "H", "H", "H", "Cl", "C", "Cl", "C", "O", "O", "H"], "positions_angstrom": [[-0.25158, 0.05454, 0.00548], [-0.08724, 1.34009, -2.63945], [-0.82224, -0.17013, -2.73149], [-0.57035, -1.14112, -1.85131], [-1.24076, -2.32116, -2.18660], [-1.06703, -3.55882, -1.57839], [-1.77706, -4.64258, -2.05914], [-2.64336, -4.51036, -3.14478], [-2.77989, -3.29300, -3.78884], [-2.05797, -2.20632, -3.31477], [-1.95332, -0.59581, -3.97187], [-0.39182, -3.66778, -0.74335], [-1.66190, -5.60363, -1.57539], [-3.20535, -5.36671, -3.49438], [-3.42610, -3.18964, -4.65075], [1.64098, 3.34948, 1.32440], [1.88985, 1.82935, 2.40393], [3.68142, 2.07720, 2.98167], [0.94145, 1.80739, 4.01960], [1.57384, 0.25717, 1.39098], [2.45543, 0.13555, 0.21545], [3.83340, 0.32790, 0.04404], [4.39606, 0.02194, -1.17676], [3.60474, -0.46795, -2.21428], [2.25161, -0.60268, -1.99502], [1.71774, -0.30171, -0.80437], [1.83388, -1.40698, 2.31277], [2.09880, -2.82727, 1.11181], [3.52528, -1.40597, 3.16934], [0.60698, -1.67432, 3.69744], [0.91525, 4.04260, 1.74863], [1.27591, 3.09436, 0.32883], [2.59851, 3.86504, 1.22076], [3.66275, 2.97975, 3.60228], [4.38976, 2.26638, 2.17423], [4.07032, 1.26816, 3.59472], [0.56966, 2.80780, 4.24844], [1.62031, 1.49505, 4.81796], [0.08359, 1.14100, 4.00574], [4.43019, 0.67277, 0.87278], [5.46265, 0.14453, -1.32344], [4.01731, -0.72786, -3.17769], [1.58358, -0.97671, -2.75299], [3.17293, -2.99159, 0.99969], [1.67046, -2.66570, 0.12269], [1.63075, -3.73187, 1.50491], [4.34339, -1.20913, 2.47270], [3.68384, -2.40213, 3.59440], [3.59471, -0.68893, 3.98639], [-0.30958, -1.10343, 3.55112], [1.05566, -1.37189, 4.64556], [0.33724, -2.73114, 3.76031], [-0.94932, 2.14772, 0.18959], [-1.63833, 2.06806, 1.51558], [-1.34232, 3.17964, 2.37170], [-1.22098, 0.73536, 1.99746], [-3.45166, 2.06497, 1.43369], [-4.04844, 2.75395, 2.47788], [-5.42261, 2.64076, 2.68766], [-6.18656, 1.83211, 1.87141], [-5.59859, 1.16282, 0.80200], [-4.24377, 1.29265, 0.58090], [-3.52351, 0.58617, -0.87716], [-4.45187, -0.30083, -1.51999], [-3.11951, 1.73244, -1.64337], [-2.39624, -0.15032, -0.21299], [-3.43833, 3.35951, 3.12895], [-5.87856, 3.18311, 3.50572], [-7.24734, 1.71829, 2.05792], [-6.17193, 0.54393, 0.12538], [-3.88815, -2.82921, 0.44681], [-2.79839, -2.75192, 1.84044], [-3.22305, -1.38895, 2.90013], [-1.30049, -2.82325, 1.41410], [-0.81934, -3.94024, 1.55951], [-0.69405, -1.79033, 0.95862], [-2.98005, -3.64828, 2.41965]], "forces_ev_per_a": [[-0.9, -3.0, 0.7], [-0.3, 0.2, 0.1], [0.4, 0.4, -0.3], [-0.2, 0.6, 0.0], [0.2, 0.0, 0.2], [0.0, 0.0, 0.0], [-0.1, 0.0, 0.0], [0.0, 0.0, 0.0], [0.0, 0.0, 0.0], [-0.1, -0.1, 0.0], [0.0, -0.2, 0.0], [0.0, 0.0, 0.0], [0.0, 0.0, 0.0], [0.0, 0.0, 0.0], [0.0, 0.0, 0.0], [-0.1, 0.1, -0.1], [0.1, -0.1, -0.1], [0.0, -0.1, 0.0], [-0.1, 0.0, 0.1], [0.0, -0.1, -0.2], [0.5, 0.0, 0.2], [-0.1, 0.0, 0.0], [0.1, 0.0, 0.0], [-0.2, 0.0, 0.1], [0.2, -0.1, 0.0], [-0.1, 0.2, -0.3], [0.3, 0.3, 0.0], [-0.2, -0.1, -0.1], [0.0, 0.2, 0.1], [-0.2, 0.0, 0.0], [0.0, 0.0, 0.0], [0.0, 0.0, 0.0], [0.0, 0.0, 0.0], [0.0, 0.0, 0.0], [0.0, 0.0, 0.0], [0.0, 0.0, 0.1], [0.0, 0.0, 0.0], [0.0, 0.0, 0.0], [0.0, 0.0, 0.0], [0.0, 0.0, 0.0], [0.0, 0.0, 0.0], [0.0, 0.0, 0.0], [0.0, 0.0, 0.0], [0.0, 0.0, 0.0], [0.0, 0.0, 0.1], [0.1, 0.0, 0.0], [0.0, 0.0, 0.0], [0.0, 0.0, 0.0], [0.0, 0.0, 0.1], [0.0, 0.0, 0.0], [0.0, 0.0, 0.0], [0.0, 0.0, 0.0], [-0.5, 0.7, 0.1], [0.1, 0.8, -0.3], [0.0, -0.1, 0.1], [0.1, 0.0, -0.1], [0.3, -0.2, 0.2], [-0.3, -0.1, 0.0], [0.2, 0.1, 0.0], [-0.1, -0.1, -0.1], [0.0, 0.2, 0.1], [0.0, 0.0, -0.2], [-0.2, 0.6, 0.0], [-0.1, -0.2, 0.3], [0.1, -0.1, -0.1], [0.5, 0.0, -0.5], [0.0, 0.0, 0.0], [0.0, 0.0, 0.0], [0.0, 0.0, 0.0], [0.0, 0.0, 0.0], [0.1, 0.0, -0.1], [0.1, 0.0, 0.1], [0.1, 0.0, -0.1], [-0.2, 0.0, 0.0], [0.0, 0.3, -0.1], [0.2, 0.1, -0.1], [0.0, 0.0, 0.0]], "mulliken_charge": [1.239, -0.245, 0.434, 0.544, -0.615, -0.300, -0.475, -0.723, -0.574, 1.138, -0.273, -0.080, 0.431, 0.363, 0.403, -1.342, 1.154, -1.548, -1.054, 2.501, -1.790, -0.678, -0.911, -1.103, -0.147, 0.536, 1.174, -0.869, -1.453, -0.932, 0.416, 0.274, 0.500, 0.350, 0.390, 0.369, 0.415, 0.359, 0.110, 0.416, 0.449, 0.443, 0.372, 0.398, -0.092, 0.434, 0.341, 0.366, 0.285, -0.087, 0.372, 0.466, -0.717, 1.562, -0.692, -0.613, -0.260, -0.757, -0.682, -0.652, -0.322, -0.502, 1.703, -0.732, -0.711, -1.016, 0.570, 0.384, 0.382, 0.544, -0.170, 0.044, -0.176, -0.510, -0.619, 0.122, 0.671]}

=====

{"formula": "C27H32AsCl2N6O7Rb", "method": "the ωB97M-V functional and the def2-TZVPD basis", "orbital_gap_ev": 6.477, "homo_ev": -2.648, "charge": -2, "species": ["Rb", "O", "C", "O", "C", "O", "C", "C", "O", "O", "H", "H", "H", "H", "H", "Cl", "C", "C", "C", "Cl", "C", "C", "C", "C", "N", "C", "C", "O", "H", "H", "H", "H", "C", "C", "C", "C", "N", "N", "C", "H", "H", "H", "H", "H", "H", "H", "H", "C", "C", "As", "C", "C", "C", "C", "H", "H", "H", "H", "H", "H", "H", "H", "H", "H", "H", "H", "H", "H", "H", "O", "N", "C", "C", "N", "C", "N"], "positions_angstrom": [[-0.27310, 0.18960, -0.03714], [3.14598, -2.11045, -0.87948], [2.58446, -2.31536, 0.30252], [2.88795, -1.74537, 1.32418], [1.45321, -3.32742, 0.23194], [0.27783, -2.59335, 0.44391], [-0.88103, -3.41306, 0.37444], [-2.17160, -2.66046, 0.77960], [-3.20097, -3.33789, 0.62938], [-2.03686, -1.49813, 1.22761], [3.59524, -1.20860, -0.88584], [1.59024, -4.08593, 1.01687], [1.44812, -3.81906, -0.74736], [-0.75837, -4.26717, 1.05508], [-0.99755, -3.80661, -0.64225], [-3.71928, 3.76130, -2.88362], [-3.11000, 4.09468, -1.28076], [-3.76107, 5.06595, -0.52536], [-3.32865, 5.38793, 0.73020], [-4.17431, 6.62400, 1.64376], [-2.20132, 4.73789, 1.28687], [-1.68125, 5.02116, 2.56967], [-0.57316, 4.35774, 3.01168], [0.01504, 3.39605, 2.16916], [-0.44946, 3.09607, 0.98399], [-1.54101, 3.74629, 0.51798], [-1.97990, 3.37474, -0.83810], [-1.38349, 2.50218, -1.51284], [-4.62047, 5.57171, -0.94593], [-2.17032, 5.76663, 3.18259], [-0.14752, 4.55427, 3.98765], [0.90038, 2.85674, 2.49027], [-0.94634, 2.28692, -5.35384], [-0.77133, 0.95487, -4.70780], [-0.95138, -0.33723, -5.16695], [-0.69486, -1.15674, -4.04917], [-0.37729, -0.42750, -2.99175], [-0.40912, 0.84704, -3.42223], [-0.73469, -2.64754, -3.95698], [-1.24284, 2.16433, -6.39546], [-0.02171, 2.86586, -5.32779], [-1.71417, 2.86310, -4.83513], [-1.23179, -0.63822, -6.16305], [-0.40572, 1.60257, -2.73931], [-1.10007, -3.08087, -4.88929], [-1.39442, -2.97352, -3.15159], [0.25819, -3.05713, -3.76112], [2.27400, 1.37172, 4.44269], [1.65635, -0.01034, 4.59812], [0.29612, -0.41844, 3.21628], [-1.35390, 0.34827, 4.00951], [-1.31767, 0.77535, 5.46856], [0.05957, -2.31594, 3.67860], [-0.30473, -2.64543, 5.11772], [3.09227, 1.53593, 5.14988], [1.53484, 2.15893, 4.61450], [2.67530, 1.51130, 3.43688], [1.26258, -0.14357, 5.60832], [2.41732, -0.78065, 4.44318], [-2.13124, -0.39303, 3.81243], [-1.60072, 1.20417, 3.37707], [-1.09044, -0.05662, 6.13766], [-2.27894, 1.19562, 5.77980], [-0.55971, 1.54309, 5.64276], [0.99949, -2.78744, 3.37958], [-0.71229, -2.66268, 2.99400], [0.43763, -2.27268, 5.82729], [-0.38650, -3.72640, 5.26849], [-1.26899, -2.21074, 5.38770], [2.52329, 0.96290, -1.17444], [3.68102, 0.51331, -1.13966], [4.70818, 1.33285, -1.41078], [4.52678, 2.70237, -1.74078], [4.38110, 3.81467, -2.00538], [6.00433, 0.75944, -1.36938], [7.06472, 0.30470, -1.33890]], "forces_ev_per_a": [[0.2, 0.3, -0.4], [0.0, 0.1, 0.0], [0.1, 0.0, 0.0], [0.0, 0.0, 0.0], [0.1, 0.0, 0.0], [-0.1, -0.1, 0.0], [0.1, 0.0, 0.0], [-0.1, -0.1, 0.0], [0.0, 0.0, 0.0], [-0.1, 0.0, 0.1], [0.0, 0.0, 0.0], [0.0, 0.0, 0.0], [0.0, 0.0, 0.0], [0.0, 0.0, 0.0], [0.0, 0.0, 0.0], [0.0, 0.0, 0.0], [0.0, 0.0, 0.0], [-0.1, 0.0, 0.0], [0.1, -0.1, 0.0], [0.0, 0.0, 0.0], [-0.1, 0.1, 0.0], [0.0, 0.0, 0.0], [0.0, 0.0, 0.0], [0.1, 0.0, 0.1], [-0.1, 0.0, 0.0], [0.1, 0.0, 0.0], [0.0, 0.1, 0.1], [0.0, 0.0, 0.1], [0.0, 0.0, 0.0], [0.0, 0.0, 0.0], [0.0, 0.0, 0.0], [0.0, 0.0, 0.0], [0.0, 0.0, -0.1], [0.0, 0.0, 0.0], [0.0, 0.1, 0.0], [0.1, -0.1, 0.0], [0.0, 0.1, -0.1], [-0.1, -0.1, 0.0], [0.0, -0.1, 0.0], [0.0, 0.0, 0.0], [0.0, 0.0, 0.0], [0.0, 0.0, 0.0], [0.0, 0.0, 0.0], [-0.1, 0.0, 0.0], [0.0, 0.0, 0.0], [0.0, 0.0, 0.0], [0.0, 0.0, 0.0], [0.0, 0.1, 0.0], [0.0, -0.1, 0.1], [0.1, 0.0, 0.2], [0.0, 0.0, -0.1], [0.0, 0.0, 0.1], [0.0, 0.0, -0.1], [0.0, 0.0, 0.1], [0.0, 0.0, 0.0], [0.0, 0.0, 0.0], [0.0, 0.0, 0.0], [0.0, 0.0, 0.0], [0.0, 0.0, 0.0], [0.0, 0.0, 0.0], [0.0, 0.0, 0.0], [0.0, 0.0, 0.0], [0.0, 0.0, 0.0], [0.0, 0.0, 0.0], [0.0, 0.0, 0.0], [0.0, 0.0, 0.0], [0.0, 0.0, 0.0], [0.0, 0.0, 0.0], [0.0, 0.0, 0.0], [0.1, 0.0, 0.1], [0.0, 0.0, -0.1], [-0.2, -0.2, 0.1], [0.0, 0.1, 0.0], [0.1, 0.0, 0.0], [0.2, 0.0, 0.0], [0.0, 0.0, 0.0]], "mulliken_charge": [0.992, -0.470, 0.461, -0.580, -0.550, 0.415, -0.678, 0.260, -0.835, -0.573, 0.569, 0.323, 0.300, 0.371, 0.314, -0.297, 0.627, -0.796, 0.801, -0.331, 0.400, -0.835, -0.625, -0.637, -0.102, 0.432, -0.700, -0.776, 0.415, 0.353, 0.453, 0.465, -1.014, 0.575, -1.025, 0.421, -0.474, 0.621, -1.047, 0.338, 0.259, 0.100, 0.335, 0.296, 0.325, 0.182, 0.208, -1.126, -0.879, 0.372, -0.466, -1.239, -0.143, -1.347, 0.428, 0.108, 0.254, 0.451, 0.475, 0.477, 0.364, 0.249, 0.424, 0.180, 0.400, -0.035, 0.287, 0.422, 0.243, -0.427, -0.226, 0.407, 0.195, -0.562, 0.035, -0.588]}

=====

{"formula": "C27H32BHoN8O5S2", "method": "the ωB97M-V functional and the def2-TZVPD basis", "multiplicity": 5, "orbital_gap_ev": [6.715, 6.704], "homo_ev": [-7.512, -7.500], "charge": 0, "species": ["Ho", "C", "N", "C", "C", "N", "B", "N", "C", "C", "N", "C", "C", "S", "C", "S", "H", "H", "H", "H", "H", "H", "H", "H", "H", "H", "H", "H", "C", "C", "N", "C", "C", "C", "C", "C", "C", "C", "C", "C", "N", "C", "H", "H", "H", "H", "H", "H", "H", "H", "O", "C", "O", "C", "O", "O", "C", "N", "C", "C", "O", "N", "C", "C", "H", "H", "H", "H", "H", "H", "H", "H", "H", "H", "H", "H"], "positions_angstrom": [[-0.44705, -0.44177, -1.01457], [-0.31319, 2.39275, 3.42171], [-0.30355, 3.24085, 2.20800], [-0.97601, 4.47056, 2.12232], [-0.94199, 4.80651, 0.83202], [-0.25089, 3.87349, 0.10864], [0.29210, 4.26719, -1.28236], [-0.34174, 3.43160, -2.52217], [0.17776, 3.60974, -3.82451], [-0.49699, 2.79291, -4.63644], [-1.41860, 2.16362, -3.92728], [-2.34348, 1.15831, -4.40917], [-1.30544, 2.48793, -2.60608], [-2.25817, 1.69356, -1.41570], [0.13695, 2.90184, 0.95357], [1.00392, 1.38043, 0.66468], [0.62739, 2.49123, 3.93651], [-0.41386, 1.32342, 3.18211], [-1.12519, 2.70024, 3.99876], [-1.49784, 4.88229, 2.94699], [-1.33054, 5.69272, 0.32588], [1.46439, 4.10718, -1.42544], [-0.02036, 5.42736, -1.43849], [1.01480, 4.29912, -3.99719], [-0.36262, 2.60202, -5.68528], [-2.79062, 1.49628, -5.35724], [-3.04846, 0.93784, -3.63596], [-1.77744, 0.23765, -4.72637], [-0.66091, -5.19390, -0.14301], [-0.58942, -3.89089, -0.65784], [-0.99176, -2.81887, -0.02934], [-1.56699, -2.96183, 1.21950], [-1.65203, -4.19848, 1.82669], [-1.12620, -5.33671, 1.14665], [-2.35408, -4.35596, 3.08644], [-2.91703, -3.30512, 3.66690], [-2.81025, -1.98652, 3.06747], [-3.41274, -0.85607, 3.62874], [-3.25014, 0.34837, 2.97204], [-2.67008, 0.40317, 1.71468], [-2.05980, -0.63085, 1.21504], [-2.11997, -1.80149, 1.86253], [-0.21436, -5.99012, -0.73083], [-0.20766, -3.63489, -1.63878], [-1.12805, -6.27796, 1.57933], [-2.44240, -5.29753, 3.53798], [-3.36086, -3.38518, 4.67324], [-3.93843, -0.82712, 4.57907], [-3.57128, 1.22425, 3.47388], [-2.60657, 1.34144, 1.17835], [-0.92685, -2.30347, -4.75979], [-0.58791, -1.63675, -3.83107], [-1.12867, -1.73204, -2.63129], [0.50539, -0.47545, -3.95221], [1.10960, -0.21795, -4.95489], [0.56027, 0.24410, -2.82256], [3.77110, -0.93334, 2.31131], [2.62319, -1.16247, 1.42708], [1.37598, -1.70704, 1.97237], [2.70060, -1.11334, 0.03317], [1.69462, -1.51634, -0.61218], [3.80319, -0.68026, -0.62664], [3.60319, -0.59413, -2.07132], [4.63372, 0.43670, -0.11354], [3.66212, -1.46840, 3.20891], [3.89732, 0.09797, 2.65450], [4.69714, -1.23355, 1.90008], [1.68151, -2.01848, 2.96522], [1.11254, -2.53349, 1.32752], [0.60315, -0.92758, 1.97785], [2.95480, -1.43114, -2.45865], [4.60707, -0.66468, -2.57759], [3.15569, 0.37353, -2.30149], [5.63641, 0.17012, -0.33608], [4.65074, 0.65493, 0.92022], [4.30182, 1.37791, -0.67460]], "forces_ev_per_a": [[0.1, -0.1, -0.2], [1.3, -0.5, -1.9], [-0.4, -0.3, -0.2], [0.3, -1.4, 0.0], [-0.4, 1.4, -0.8], [0.7, -0.4, 0.4], [-0.4, -0.3, -1.4], [-0.1, -0.3, -0.1], [0.6, 0.8, 1.8], [1.1, 0.8, -1.9], [-1.7, -1.4, 1.7], [1.2, -0.8, -1.9], [0.8, 0.8, -0.8], [0.0, 0.0, 0.8], [0.0, -1.1, 0.6], [-0.5, 1.5, 0.1], [0.3, 0.2, 0.4], [-0.1, 0.5, -0.3], [-1.2, 0.5, 1.1], [-0.1, 0.3, 0.5], [0.2, -0.5, 0.3], [0.3, -0.1, 0.4], [0.0, -0.1, -0.1], [-0.6, -0.5, 0.1], [0.0, 0.0, -0.1], [-0.2, 0.2, 0.6], [-0.4, -0.1, 0.1], [-0.6, 0.8, 0.6], [0.5, 0.3, 0.7], [0.0, 0.5, -0.6], [-0.7, 0.5, 1.6], [0.8, 0.0, -1.4], [-0.3, -1.4, 0.4], [-0.1, 1.9, -1.6], [0.7, 0.6, -1.2], [-0.1, 1.4, 1.0], [-0.5, -0.5, 0.5], [0.6, 1.0, -0.2], [-0.6, -0.8, 0.6], [0.5, 0.8, 0.7], [0.4, -0.4, -1.3], [-0.4, -0.5, 0.0], [-0.3, -0.1, 0.2], [0.1, -0.5, -0.1], [-0.2, -1.6, 1.0], [0.1, -1.3, 0.4], [0.0, 0.0, -0.7], [0.1, -0.5, -0.1], [-0.5, 0.8, 0.0], [0.0, 0.0, -0.2], [0.1, -0.5, -1.2], [-0.1, 0.5, 1.1], [0.6, 0.2, -0.1], [-0.7, 0.9, 1.9], [0.2, -0.3, -0.5], [0.0, -1.0, -0.9], [-1.0, 1.0, -0.3], [1.1, 0.2, -1.6], [1.3, 0.5, -0.2], [-0.7, -0.1, 1.4], [-0.2, 0.2, 0.5], [-0.5, 0.3, 1.0], [0.8, -0.8, -1.2], [-0.9, 0.8, -2.1], [-0.4, -1.1, 1.1], [-0.3, 0.2, -0.3], [0.8, -0.5, -0.8], [-0.7, -0.2, 0.3], [-0.4, -0.3, 0.3], [0.0, -0.3, 0.2], [0.8, 1.1, 0.6], [-0.9, 0.1, 0.5], [-0.2, -0.1, -0.3], [1.1, 0.1, -0.6], [-0.7, -0.1, 0.8], [0.7, -1.2, 0.8]], "mulliken_charge": [1.198, -0.779, 0.405, -0.703, -0.480, 0.568, 0.145, 0.492, -0.727, -0.458, 0.155, -1.009, 0.275, -0.765, -1.320, 0.308, 0.281, 0.145, 0.372, 0.448, 0.459, -0.136, -0.214, 0.446, 0.479, 0.391, 0.360, 0.315, -1.059, -0.082, 0.289, -0.785, 1.436, -0.791, -0.930, -0.904, 1.078, -0.932, -0.953, -0.168, 0.515, 0.115, 0.399, 0.481, 0.561, 0.508, 0.348, 0.410, 0.552, 0.137, -0.659, 0.272, -0.539, 0.443, -0.687, -0.024, -1.403, 0.561, -0.554, 0.221, -0.295, 0.049, -0.949, -1.040, 0.369, 0.340, 0.533, 0.391, 0.276, -0.069, 0.185, 0.322, 0.332, 0.416, 0.391, 0.244]}

=====

Number 1: strongest force on any atom 3.21 eV Å⁻¹. Number 2: strongest force on any atom 0.53 eV Å⁻¹. Number 3: strongest force on any atom 2.79 eV Å⁻¹.